# 1
{
  "formula": "C2N6O",
  "method": "wB97M-V/def2-TZVPD",
  "elements": ["C", "C", "N", "N", "N", "N", "N", "N", "O"],
  "positions_angstrom": [[-0.020, 0.324, -0.681], [-0.313, -0.002, 0.637], [-2.262, 0.208, -0.575], [-1.266, 0.375, -1.292], [1.206, 0.438, -1.037], [2.132, -0.097, -0.268], [1.622, -0.576, 1.025], [0.524, -0.580, 1.492], [-1.622, -0.089, 0.699]],
  "atomic_forces_ev_per_a": [[-3.01, -0.53, 3.42], [-3.79, -0.59, -2.93], [4.49, -0.40, 0.54], [-0.60, 1.77, -3.59], [3.81, -0.99, -2.13], [-3.92, 1.36, 1.34], [8.83, -1.51, -1.83], [-4.19, 1.21, 1.63], [-1.62, -0.33, 3.54]],
  "total_energy_ev": -13055.1756,
  "smiles": "n1nnc2onnc2n1",
  "homo_energy_ev": -10.10,
  "max_force_ev_per_a": 9.15,
  "total_charge": 0
}



# 2
{
  "formula": "C4H12NOS",
  "method": "wB97M-V/def2-TZVPD",
  "elements": ["C", "C", "C", "C", "N", "O", "S", "H", "H", "H", "H", "H", "H", "H", "H", "H", "H", "H", "H"],
  "positions_angstrom": [[0.035, 2.576, -0.573], [-1.888, -1.734, -0.726], [1.240, 1.677, -0.302], [0.028, -0.750, 0.497], [0.826, -2.036, 0.896], [-0.359, -0.121, 1.568], [0.891, -0.124, -0.876], [-0.579, 2.315, -1.444], [-0.610, 2.681, 0.364], [0.416, 3.640, -0.588], [-1.810, -2.838, -0.717], [-1.274, -1.198, -1.588], [-2.807, -1.261, -0.617], [1.460, 1.507, 0.724], [2.115, 1.910, -0.851], [1.485, -1.837, 1.741], [1.438, -2.378, 0.108], [0.056, -2.794, 1.045], [-0.661, 0.765, 1.337]],
  "atomic_forces_ev_per_a": [[0.08, 1.68, 1.95], [5.05, 0.79, -2.02], [-1.71, -1.82, -0.91], [-0.85, -3.18, -2.64], [-0.83, -1.05, 1.09], [0.24, 0.72, 1.37], [0.42, 2.01, -0.13], [0.39, 0.20, 0.26], [0.41, -0.64, -1.21], [-0.40, -1.03, -0.64], [-0.22, 0.79, 0.12], [-1.61, -1.64, 1.63], [-1.55, 0.61, 0.91], [0.39, 0.44, 0.84], [0.78, 0.40, -0.45], [-1.56, -0.66, -1.41], [-0.83, 0.68, 0.80], [1.98, 1.44, 0.35], [-0.20, 0.25, 0.08]],
  "total_energy_ev": -18704.4992,
  "relative_energy_kcal_mol": 105.3,
  "homo_energy_ev": [-12.44, -12.14],
  "max_force_ev_per_a": 5.50,
  "total_charge": 1
}



# 3
{
  "formula": "C5H21CoN10O6",
  "method": "wB97M-V/def2-TZVPD",
  "elements": ["Co", "O", "H", "C", "O", "N", "N", "H", "H", "H", "H", "C", "O", "N", "N", "H", "H", "H", "H", "C", "O", "N", "N", "H", "H", "H", "H", "C", "O", "N", "N", "H", "H", "H", "H", "C", "O", "N", "N", "H", "H", "H", "H"],
  "positions_angstrom": [[-8.671, 23.011, -34.721], [-8.306, 21.270, -35.316], [-8.653, 20.926, -36.151], [-6.904, 22.814, -31.942], [-7.409, 22.999, -33.074], [-6.589, 21.588, -31.502], [-6.470, 23.851, -31.203], [-6.066, 21.489, -30.649], [-6.847, 20.768, -32.023], [-5.960, 23.685, -30.354], [-6.659, 24.777, -31.537], [-11.342, 19.012, -34.921], [-12.229, 18.322, -34.474], [-10.213, 19.356, -34.231], [-11.434, 19.608, -36.174], [-9.526, 19.998, -34.609], [-10.272, 19.174, -33.245], [-12.272, 19.500, -36.712], [-10.591, 19.941, -36.606], [-6.417, 19.526, -38.082], [-6.409, 19.436, -39.290], [-7.426, 18.965, -37.320], [-5.528, 20.261, -37.350], [-8.110, 18.453, -37.849], [-7.401, 18.938, -36.316], [-5.543, 20.212, -36.345], [-4.732, 20.631, -37.837], [-5.002, 20.164, -33.975], [-4.143, 19.503, -33.418], [-6.271, 19.657, -34.160], [-4.810, 21.420, -34.461], [-7.006, 20.322, -34.370], [-6.429, 18.729, -33.810], [-5.575, 21.948, -34.848], [-3.933, 21.846, -34.223], [-6.634, 24.120, -36.793], [-6.994, 23.661, -35.687], [-6.685, 23.344, -37.888], [-6.128, 25.357, -36.945], [-6.851, 22.379, -37.626], [-6.588, 23.604, -38.852], [-5.902, 25.723, -37.854], [-6.102, 25.983, -36.160]],
  "atomic_forces_ev_per_a": [[2.35, -1.24, -0.14], [-1.03, 0.67, 0.15], [0.28, 0.19, -0.06], [1.09, -0.21, -0.51], [-1.18, 0.24, -0.10], [-0.33, 0.24, 0.32], [-0.40, -0.27, -0.11], [-0.05, -0.27, -0.01], [0.09, 0.00, -0.12], [-0.04, 0.32, 0.08], [0.11, 0.10, 0.15], [-0.78, 0.47, -0.68], [0.05, -0.01, 0.21], [0.24, -0.23, 0.09], [0.56, 0.06, 0.52], [-0.27, -0.06, 0.42], [0.25, -0.10, 0.00], [0.05, -0.30, -0.07], [-0.24, 0.00, -0.30], [-0.66, -0.14, 0.22], [0.20, 0.14, -0.07], [-0.10, 0.39, -0.37], [-0.15, 0.34, -0.05], [0.03, -0.27, 0.21], [0.08, -0.24, -0.02], [0.31, -0.08, -0.16], [0.15, -0.16, 0.12], [0.25, -1.09, 0.83], [0.05, 0.46, -0.22], [0.13, 0.67, -0.23], [0.01, 0.02, -0.09], [-0.37, -0.49, -0.14], [-0.14, 0.00, 0.07], [0.09, 0.26, 0.11], [-0.03, 0.15, -0.11], [0.39, 0.59, -1.71], [-0.47, 0.63, 0.89], [-0.48, -0.70, 1.02], [-0.32, -0.01, 0.42], [0.01, -0.18, -0.64], [0.24, 0.15, 0.06], [0.12, -0.06, 0.02], [-0.06, 0.00, 0.02]],
  "total_energy_ev": -70337.4241,
  "s2": 3.756,
  "spin_multiplicity": 4,
  "homo_energy_ev": [-12.13, -12.13],
  "max_force_ev_per_a": 2.66,
  "total_charge": 1
}



# 4
{
  "formula": "C5H8N",
  "method": "wB97M-V/def2-TZVPD",
  "elements": ["C", "C", "C", "C", "C", "N", "H", "H", "H", "H", "H", "H", "H", "H"],
  "positions_angstrom": [[0.220, -0.512, -1.491], [0.343, -0.410, -0.187], [0.796, -0.302, 1.095], [0.232, -0.233, 2.428], [0.048, 0.596, -2.473], [-1.039, -0.272, 2.691], [1.885, -0.256, 1.133], [0.940, -0.140, 3.240], [0.918, 0.610, -3.130], [-0.044, 1.559, -1.980], [-0.829, 0.410, -3.090], [-1.393, -0.220, 3.639], [0.182, -1.517, -1.899], [-1.721, -0.354, 1.946]],
  "atomic_forces_ev_per_a": [[-0.21, -0.13, 1.48], [-0.11, 0.09, 0.74], [0.80, -0.03, -0.80], [-0.62, -0.15, -1.87], [0.05, 0.29, 0.00], [0.15, 0.03, 0.18], [-0.12, 0.02, 0.08], [-0.15, -0.01, 0.16], [0.00, 0.03, -0.03], [0.00, 0.06, -0.06], [-0.01, 0.02, 0.03], [0.08, 0.00, -0.08], [0.08, -0.20, 0.13], [0.05, -0.01, 0.04]],
  "total_energy_ev": -6796.2333,
  "smiles": "CC=C=CC=[NH2+]",
  "relative_energy_kcal_mol": 42.8,
  "homo_energy_ev": -14.41,
  "max_force_ev_per_a": 1.98,
  "total_charge": 1
}